No. 1
95
Properties=species:S:1:pos:R:3:forces:R:3:mulliken_charge:R:1 method="wB97M-V/def2-TZVPD" orbital_gap_ha=0.2401 energy_ev=-160844.7740 lumo_energy_ha=-0.3378 charge=+3 relative_energy_kcal_mol=0.0 spin_multiplicity=1 homo_ev=-15.727
Tc 0.1011 0.2788 0.6456 0.14 -0.10 0.12 -0.003
Cl -0.5502 1.9845 2.2664 0.01 -0.03 -0.01 -0.027
C 0.7820 2.0223 3.4766 0.00 -0.01 0.00 0.749
C 0.5673 2.8100 4.5844 0.00 -0.01 0.00 -0.863
C 1.5796 2.8793 5.5370 0.00 0.00 0.00 -0.511
C 2.7649 2.1775 5.3682 0.00 0.00 -0.01 -0.888
C 2.9547 1.3943 4.2404 0.00 0.01 -0.01 -0.426
C 1.9507 1.2933 3.2753 -0.02 0.02 0.01 -0.383
P 2.1420 0.3711 1.7552 0.03 -0.01 0.08 1.365
C 1.5474 -1.3243 1.8736 0.03 -0.02 -0.10 0.009
C 1.2687 -1.8666 0.5856 0.04 -0.01 0.03 -0.284
C 0.4986 -3.0364 0.4741 -0.01 -0.01 0.01 -0.606
C -0.0211 -3.6303 1.6078 0.02 0.01 -0.01 -0.769
C 0.2206 -3.0678 2.8640 0.01 0.00 0.01 -0.710
C 0.9760 -1.9128 3.0047 -0.07 0.01 0.00 -0.740
C 3.7444 0.4837 1.0045 -0.01 -0.02 -0.03 0.698
C 4.0034 1.5526 0.1436 0.00 -0.01 -0.01 -0.521
C 5.2569 1.6662 -0.4319 0.00 0.00 0.00 -0.653
C 6.2365 0.7193 -0.1534 -0.01 0.01 0.00 -0.586
C 5.9730 -0.3473 0.6974 -0.01 0.00 0.01 -0.796
C 4.7236 -0.4724 1.2832 0.03 0.00 0.01 -0.162
H -0.3482 3.3727 4.7044 -0.01 0.01 0.00 0.531
H 1.4375 3.5017 6.4101 0.00 0.00 0.00 0.447
H 3.5465 2.2489 6.1115 0.00 0.00 0.00 0.467
H 3.8899 0.8673 4.0949 0.00 0.00 0.00 0.533
H 1.8071 -1.5120 -0.2940 -0.03 0.01 0.02 0.415
H 0.3527 -3.4745 -0.5068 0.00 0.00 0.00 0.541
H -0.5959 -4.5434 1.5307 0.00 -0.01 0.00 0.513
H -0.1781 -3.5491 3.7482 0.00 0.00 -0.01 0.510
H 1.1442 -1.4839 3.9847 0.01 0.00 0.01 0.632
H 3.2367 2.2842 -0.0842 -0.01 0.01 0.00 0.493
H 5.4651 2.4896 -1.1011 0.00 0.01 -0.01 0.479
H 7.2151 0.8119 -0.6051 0.01 0.00 0.00 0.459
H 6.7407 -1.0797 0.9056 0.00 0.00 0.00 0.466
H 4.5162 -1.3043 1.9458 0.00 0.00 0.00 0.512
C -6.1247 -3.6951 0.4027 0.00 0.01 0.01 -1.409
C -5.2264 -2.6573 -0.2062 0.01 0.01 0.03 0.514
C -4.4692 -3.0979 -1.4275 0.00 0.00 -0.01 -1.217
O -4.1960 -2.3392 0.9031 0.00 -0.03 -0.05 -0.110
P -3.3420 -1.0945 1.0873 -0.03 0.00 0.05 -0.104
S -3.7687 0.5965 0.0946 -0.15 0.05 0.00 -0.072
S -1.9242 -0.5659 -0.3137 -0.03 -0.06 -0.08 0.475
O -2.7700 -1.0344 2.5064 -0.01 0.01 0.04 -0.010
C -3.5205 -0.5363 3.7530 0.03 -0.02 0.00 0.633
C -4.9404 -1.0334 3.7345 0.00 0.00 0.00 -1.434
C -2.6946 -1.0273 4.9079 -0.01 -0.01 0.01 -1.265
H -6.9267 -3.9076 -0.3050 0.00 -0.01 -0.01 0.425
H -6.5782 -3.3406 1.3262 -0.01 0.00 0.00 0.395
H -5.5818 -4.6200 0.5929 0.00 0.00 0.00 0.333
H -5.7446 -1.7112 -0.3618 0.00 0.00 0.00 0.331
H -3.8566 -3.9724 -1.2078 0.00 0.00 0.00 0.308
H -3.8480 -2.3029 -1.8418 0.01 0.00 0.00 0.316
H -5.1950 -3.3798 -2.1911 0.00 0.00 -0.01 0.452
H -3.4683 0.5477 3.6505 0.00 -0.01 -0.01 0.231
H -4.9802 -2.1224 3.7453 0.00 0.00 0.00 0.325
H -5.5063 -0.6523 2.8808 -0.01 0.00 -0.01 0.431
H -5.4413 -0.6649 4.6304 0.00 0.00 0.00 0.500
H -2.7370 -2.1142 4.9834 0.00 0.02 -0.01 0.340
H -3.1005 -0.6063 5.8280 0.00 0.00 0.01 0.490
H -1.6579 -0.7055 4.8157 0.01 0.01 0.00 0.194
C 0.5528 0.9518 -0.7864 -0.07 0.25 -0.06 0.068
Ge 0.6800 1.2624 -2.8189 0.11 -0.08 -0.04 1.359
C -1.1108 1.9051 -3.1536 -0.03 -0.05 -0.03 0.174
C -1.6045 1.8148 -4.4563 -0.02 -0.01 0.02 -0.387
C -2.8803 2.2721 -4.7572 -0.01 0.01 0.00 -0.812
C -3.6721 2.8290 -3.7628 0.00 -0.01 0.00 -0.629
C -3.1855 2.9360 -2.4662 0.00 0.01 -0.03 -0.807
C -1.9115 2.4746 -2.1623 0.02 0.01 0.00 -0.235
C 2.1547 2.4555 -3.0917 0.03 0.02 0.03 0.267
C 3.2729 2.0549 -3.8226 -0.02 0.01 0.01 -0.478
C 4.3170 2.9453 -4.0337 0.00 0.00 -0.01 -0.860
C 4.2507 4.2287 -3.5098 0.01 0.01 0.00 -0.583
C 3.1385 4.6338 -2.7801 -0.02 0.01 0.00 -0.638
C 2.0878 3.7528 -2.5777 0.03 -0.02 0.00 -0.387
C 0.9622 -0.6078 -3.2292 -0.01 -0.01 -0.02 0.722
C 2.1691 -1.2161 -2.8694 -0.01 0.02 -0.03 -0.524
C 2.3488 -2.5803 -3.0488 0.00 0.00 0.01 -0.533
C 1.3230 -3.3491 -3.5880 0.01 -0.01 0.00 -0.725
C 0.1210 -2.7544 -3.9453 -0.01 0.02 -0.01 -0.769
C -0.0629 -1.3882 -3.7619 0.02 -0.02 0.02 -0.503
H -0.9959 1.3983 -5.2520 0.00 0.00 0.00 0.506
H -3.2506 2.2036 -5.7711 0.00 0.00 0.00 0.457
H -4.6605 3.1970 -4.0026 0.00 0.01 0.00 0.457
H -3.7892 3.4087 -1.7015 -0.01 0.02 0.01 0.587
H -1.5299 2.5993 -1.1528 0.00 0.00 0.00 0.734
H 3.3258 1.0626 -4.2538 0.00 -0.02 0.01 0.424
H 5.1737 2.6418 -4.6206 0.00 0.00 0.00 0.458
H 5.0593 4.9256 -3.6878 0.00 0.00 0.01 0.453
H 3.0825 5.6425 -2.3926 0.00 0.00 0.00 0.459
H 1.2074 4.0886 -2.0391 0.01 0.00 0.01 0.439
H 2.9808 -0.6219 -2.4588 0.02 0.01 0.00 0.414
H 3.2930 -3.0423 -2.7901 0.00 0.00 0.00 0.479
H 1.4709 -4.4090 -3.7489 0.00 0.00 0.00 0.457
H -0.6661 -3.3503 -4.3887 0.00 0.00 0.00 0.504
H -1.0028 -0.9325 -4.0523 -0.01 0.00 0.00 0.488



No. 2
85
Properties=species:S:1:pos:R:3:forces:R:3:mulliken_charge:R:1 method="wB97M-V/def2-TZVPD" orbital_gap_ha="0.2286 / 0.2362" energy_ev=-146375.3538 lumo_energy_ha="0.1517 / 0.1517" charge=-2 relative_energy_kcal_mol=77.7 spin_multiplicity=2 homo_ev="-2.092 / -2.298"
Mn -0.1074 -0.4264 0.3783 0.77 0.55 1.40 0.709
C -0.6005 1.1404 2.4478 -0.22 -0.44 -0.27 0.217
C -0.1183 -0.0990 2.9540 -0.33 0.04 -0.38 0.960
C -1.0918 -1.0968 2.6534 0.12 0.30 -0.12 0.340
C -2.1794 -0.4534 1.9852 0.24 0.01 -0.17 0.592
C -1.8825 0.9287 1.8839 0.42 -0.21 0.14 1.563
C -2.8282 2.0329 1.5118 0.31 -0.29 0.03 -1.143
C -3.4970 -1.0796 1.6139 0.35 0.13 -0.10 -1.676
C -1.0899 -2.5124 3.1629 0.00 0.23 -0.27 -2.193
C 1.0442 -0.1655 3.9041 -0.22 -0.02 -0.24 -1.593
C 0.0630 2.4649 2.6759 -0.12 -0.42 -0.11 -1.633
H -2.3497 2.7448 0.8411 -0.06 0.06 -0.13 -0.192
H -3.1290 2.5693 2.4195 -0.09 0.06 -0.02 0.303
H -3.7189 1.6441 1.0257 -0.04 0.03 -0.03 0.297
H -3.6468 -1.0602 0.5326 -0.12 -0.06 -0.03 -0.063
H -4.3274 -0.5335 2.0717 -0.07 -0.06 0.01 0.353
H -3.5367 -2.1161 1.9475 -0.05 -0.07 0.01 0.514
H -1.0885 -3.2343 2.3446 0.00 -0.11 0.03 0.256
H -1.9658 -2.7031 3.7909 -0.02 -0.04 0.00 0.420
H -0.2021 -2.6911 3.7645 0.02 -0.11 0.04 0.433
H 1.2309 -1.1823 4.2383 0.06 0.03 0.13 0.465
H 0.8421 0.4582 4.7818 -0.03 -0.02 0.06 0.393
H 1.9481 0.2180 3.4299 0.13 -0.06 0.01 0.252
H -0.4020 3.2280 2.0585 0.00 0.15 -0.05 0.082
H 1.1209 2.3980 2.4249 0.14 0.13 0.00 0.252
H -0.0279 2.7651 3.7251 0.07 0.10 0.06 0.361
O -1.3551 -2.5343 -0.3219 0.31 -0.28 -0.15 -0.221
P -0.0096 -3.1562 -1.0268 -1.02 -0.78 -0.58 0.611
O -0.0358 -4.6248 -0.9914 0.04 -0.08 0.06 -0.857
O 1.0798 -2.3193 -0.4266 -0.61 0.66 0.21 -0.277
O -0.1939 -2.7042 -2.6105 0.23 0.12 0.54 -0.566
P 0.1323 -1.1547 -2.9610 0.49 -0.34 0.07 0.512
O 1.7031 -1.0206 -2.6977 -0.35 -0.08 -0.50 -0.594
O -0.2054 -0.8051 -4.3492 -0.14 -0.05 -0.25 -0.836
O -0.5984 -0.3794 -1.8613 -0.25 -0.63 0.79 -0.020
H -2.1108 -3.1038 -0.4613 -0.24 -0.22 -0.02 0.210
H 1.8436 -1.3743 -1.7999 0.37 0.03 0.36 0.416
O -0.3535 1.7656 -0.5771 -0.36 -0.01 1.36 -0.110
S -0.0123 1.6752 -2.0082 0.53 2.32 -1.82 0.664
C -1.5444 1.8154 -3.0872 0.85 -0.18 0.14 -1.643
C -2.8278 1.4604 -2.4443 -0.43 0.05 0.22 0.280
C -3.3439 0.1687 -2.5352 0.05 -0.02 -0.02 -0.022
C -4.5677 -0.1416 -1.9707 -0.11 -0.08 -0.08 -1.200
C -5.3162 0.8360 -1.3333 -0.06 0.05 0.07 -0.004
C -4.8186 2.1251 -1.2503 -0.20 0.08 -0.03 -0.902
C -3.5823 2.4312 -1.7916 0.11 -0.05 -0.11 0.653
C 0.5519 3.5252 -2.3004 -0.01 -1.17 0.05 -1.951
C -0.4291 4.5253 -1.8854 -0.35 0.40 0.09 0.876
C -1.2192 5.2115 -2.8124 0.18 -0.03 0.00 -0.248
C -2.2084 6.0860 -2.4003 -0.17 0.15 -0.04 -0.593
C -2.4375 6.2922 -1.0495 -0.06 0.07 0.06 -0.585
C -1.6443 5.6362 -0.1186 -0.10 0.15 0.10 -0.383
C -0.6483 4.7737 -0.5280 0.06 -0.09 -0.18 -0.210
H -1.2815 1.0938 -3.8565 -0.08 0.02 -0.25 0.860
H -1.5690 2.8266 -3.4803 -0.03 0.01 -0.04 0.585
H -2.7729 -0.5870 -3.0529 0.04 -0.05 -0.01 0.405
H -4.9539 -1.1506 -2.0398 0.03 -0.06 -0.02 0.367
H -6.2766 0.5928 -0.8954 -0.02 -0.02 0.01 0.358
H -5.3968 2.8997 -0.7618 0.01 0.02 0.06 0.300
H -3.1967 3.4377 -1.7164 0.07 0.14 0.03 -0.063
H 0.8113 3.5742 -3.3561 0.09 0.05 -0.08 0.439
H 1.4442 3.5295 -1.6797 0.16 0.08 -0.04 0.575
H -1.0380 5.0662 -3.8709 -0.01 -0.04 -0.04 0.383
H -2.8076 6.6152 -3.1324 0.01 -0.04 -0.03 0.365
H -3.2210 6.9650 -0.7221 0.01 0.01 -0.01 0.357
H -1.8012 5.8083 0.9372 -0.03 -0.03 0.10 0.382
H -0.0327 4.2625 0.1923 0.07 -0.11 0.13 0.302
S 3.5063 -5.3019 2.7091 -0.36 -0.72 0.51 -0.461
C 3.4868 -3.8331 1.9547 -0.15 0.28 0.05 0.022
S 2.3058 -2.6013 2.2512 1.02 0.00 -0.78 0.038
C 3.1284 -1.5508 1.0276 -0.06 -1.12 0.99 0.171
N 4.1459 -2.1487 0.5135 0.43 0.88 -0.81 -0.933
N 4.3636 -3.3887 1.0206 -0.91 -0.12 0.81 0.739
C 5.4703 -4.1050 0.5562 0.75 -0.43 -0.34 0.262
C 6.2524 -4.8394 1.4443 0.00 0.14 -0.01 -0.389
C 7.3294 -5.5686 0.9804 0.10 -0.02 -0.09 -0.664
C 7.6552 -5.5612 -0.3663 0.09 -0.03 -0.05 -0.372
C 6.8992 -4.8019 -1.2468 0.12 -0.10 -0.05 -0.593
C 5.8093 -4.0793 -0.7951 -0.20 0.06 0.15 -0.284
S 2.6482 0.0323 0.7540 -1.02 1.12 -0.59 -0.325
H 6.0043 -4.8493 2.4909 -0.01 0.05 0.04 0.402
H 7.9195 -6.1448 1.6802 0.04 -0.03 0.04 0.339
H 8.4955 -6.1419 -0.7265 0.02 0.00 -0.02 0.350
H 7.1576 -4.7880 -2.2988 -0.06 0.04 0.00 0.339
H 5.2067 -3.5080 -1.4816 -0.10 0.14 -0.02 0.478



No. 3
19
Properties=species:S:1:pos:R:3:forces:R:3:mulliken_charge:R:1 method="wB97M-V/def2-TZVPD" orbital_gap_ha=0.3897 energy_ev=-8460.3214 lumo_energy_ha=0.0329 smiles="C1=CC1.C=O.CC" relative_energy_kcal_mol=93.0 spin_multiplicity=1 homo_ev=-9.711
C -2.5172 -0.1488 0.6735 0.13 0.20 0.09 -0.530
C -1.6987 0.8139 0.3974 -0.18 -0.10 0.14 -0.168
C -2.2342 0.0619 -0.7869 -0.04 -0.05 -0.34 -0.461
H -3.0907 -0.7015 1.4022 0.11 0.08 -0.11 0.402
H -1.0927 1.6494 0.7134 -0.07 -0.17 -0.02 0.391
H -1.5834 -0.6341 -1.3256 -0.12 0.12 0.14 0.161
H -2.9955 0.5310 -1.4158 0.12 -0.07 0.10 0.228
C -0.0469 -1.9777 0.7065 0.13 -0.04 -0.36 -0.189
O 0.3883 -2.0456 -0.4161 -0.23 -0.01 0.54 -0.405
H -0.9312 -2.5623 1.0277 0.09 0.05 -0.07 0.322
H 0.4137 -1.3328 1.4799 -0.01 -0.05 -0.11 0.239
C 2.2659 0.6627 0.0924 0.04 -0.03 0.07 -0.707
C 1.5533 1.0949 -1.1850 -0.06 0.02 -0.07 -0.626
H 3.3130 0.9852 0.0978 -0.16 -0.05 0.01 0.344
H 1.7873 1.0897 0.9827 0.07 -0.07 -0.13 0.208
H 2.2452 -0.4282 0.1825 0.05 0.18 0.01 0.154
H 2.0367 0.6641 -2.0680 -0.06 0.07 0.12 0.310
H 1.5561 2.1850 -1.2996 -0.01 -0.15 0.01 0.314
H 0.5122 0.7546 -1.1882 0.19 0.07 -0.02 0.013



No. 4
57
Properties=species:S:1:pos:R:3:forces:R:3:mulliken_charge:R:1 method="wB97M-V/def2-TZVPD" orbital_gap_ha="0.2400 / 0.2261" energy_ev=-32041.2738 lumo_energy_ha="0.0230 / -0.0649" relative_energy_kcal_mol=0.0 spin_multiplicity=5 homo_ev="-5.906 / -7.920"
Pt -0.0570 0.2362 -0.7902 0.57 -0.05 -0.11 0.879
N -3.0498 -1.2994 -4.0322 0.00 0.01 0.01 -0.405
C -2.0011 -0.8204 -3.3152 -0.03 0.03 0.08 0.369
O -1.1833 -1.5788 -2.8163 -0.08 0.04 -0.08 -0.581
C -1.9002 0.6900 -3.2187 0.04 0.00 -0.07 -0.352
C -1.6802 1.2192 -1.8024 -0.16 0.01 -0.04 -1.369
H -3.1667 -2.2954 -4.1009 -0.01 -0.01 0.00 0.244
H -3.7694 -0.6921 -4.3760 -0.01 0.00 0.00 0.201
H -2.7849 1.1414 -3.6869 0.01 -0.01 0.00 0.479
H -1.0490 0.9565 -3.8564 0.01 0.00 0.03 0.066
H -2.5988 1.1220 -1.2197 0.02 -0.02 -0.02 0.365
H -1.4414 2.2849 -1.8590 0.00 -0.01 0.04 0.423
C 2.0883 2.3082 -2.5196 -0.02 -0.03 0.03 -0.958
C 2.4299 0.8744 -2.6376 0.10 0.01 -0.09 0.655
C 3.5756 0.2798 -3.2813 -0.02 -0.02 0.00 -0.849
C 3.4485 -1.0648 -3.1203 -0.01 0.04 -0.03 -0.892
C 2.2268 -1.2742 -2.3799 0.05 -0.07 -0.11 0.687
C 1.6430 -2.5487 -1.9228 -0.03 -0.01 0.05 -1.160
N 1.6457 -0.0872 -2.1184 -0.37 0.04 0.32 0.034
H 2.8700 2.9427 -2.9308 0.01 0.00 -0.01 0.383
H 1.9142 2.5607 -1.4707 0.01 0.00 0.00 0.091
H 1.1483 2.5090 -3.0409 0.00 0.00 0.00 0.156
H 4.3583 0.8261 -3.7822 0.01 -0.01 -0.01 0.515
H 4.1062 -1.8473 -3.4623 0.01 0.00 0.00 0.500
H 2.2367 -3.4005 -2.2457 0.03 -0.01 -0.01 0.362
H 0.6169 -2.6307 -2.2912 0.07 -0.01 0.01 0.231
H 1.5738 -2.5465 -0.8300 0.01 0.00 0.00 0.231
C 1.4650 2.6730 1.8263 0.00 -0.02 0.01 -1.311
C 1.8693 1.3634 2.5093 0.01 0.02 0.06 0.456
C 2.7256 0.4831 1.5952 0.00 -0.01 -0.01 -1.229
C 0.7013 0.6090 3.1146 -0.03 0.00 -0.03 0.808
C 0.7003 0.3910 4.4812 0.01 -0.02 -0.01 -1.003
C -0.3175 -0.3128 5.1106 0.01 0.00 0.03 -1.113
C -1.3700 -0.8174 4.3596 -0.02 -0.01 -0.02 -0.986
C -1.4424 -0.6261 2.9920 0.02 0.03 -0.02 0.722
C -2.6214 -1.2019 2.2344 -0.02 -0.04 0.05 0.486
C -3.5093 -0.1221 1.6111 0.01 0.00 0.00 -1.197
C -2.2198 -2.2581 1.2003 -0.01 -0.01 0.00 -1.284
C -0.3968 0.1075 2.3424 0.08 0.00 -0.04 0.657
N -0.4937 0.3349 1.0288 -0.29 0.06 0.07 -0.557
H 2.3577 3.2110 1.4976 0.00 0.00 0.00 0.411
H 0.9178 3.3183 2.5158 -0.01 -0.01 0.00 0.371
H 0.8331 2.4878 0.9592 -0.02 -0.02 -0.04 0.057
H 2.5020 1.6347 3.3612 -0.01 0.01 -0.02 0.468
H 2.1707 0.1833 0.7052 0.00 -0.01 -0.01 0.001
H 3.0524 -0.4188 2.1159 -0.01 0.00 0.00 0.365
H 3.6142 1.0305 1.2718 0.01 0.01 0.00 0.405
H 1.5244 0.7775 5.0699 0.00 0.00 0.00 0.365
H -0.2883 -0.4698 6.1808 0.00 0.00 0.01 0.376
H -2.1603 -1.3737 4.8506 0.00 0.00 0.00 0.365
H -3.2234 -1.7144 2.9925 0.01 0.01 -0.01 0.493
H -2.9785 0.4051 0.8210 0.02 0.01 -0.01 -0.045
H -3.8262 0.6062 2.3596 0.00 0.00 0.01 0.351
H -4.4035 -0.5786 1.1811 0.00 0.00 -0.01 0.437
H -1.7070 -1.8109 0.3491 0.01 0.01 -0.01 0.060
H -3.1127 -2.7661 0.8292 -0.01 0.00 -0.01 0.431
H -1.5636 -3.0110 1.6412 0.00 0.01 0.01 0.331